# C56H132AsF6N4O12P2

A structure of composition C56H132AsF6N4O12P2 in a non-equilibrium geometry (ωB97M-V with the def2-TZVPD basis set, the OMol25 dataset).

The geometry in XYZ format:
```
213
Properties=species:S:1:pos:R:3
C -8.12852 1.92993 2.22330
C -6.64314 1.94838 2.25102
C -6.02880 0.75046 3.04661
O -4.73482 1.11667 3.34691
C -3.97334 0.08275 3.78484
N -6.09111 2.14587 0.90847
H -6.63424 2.92671 0.48111
H -5.09342 2.38538 0.99629
H -6.04480 0.29285 0.10775
H -8.60636 1.35150 1.45646
H -8.50709 2.94454 2.21191
H -8.43397 1.50019 3.15438
H -6.39866 2.76242 2.98382
H -5.96370 -0.19921 2.36834
H -6.56423 0.49320 3.96066
H -2.95437 0.43855 3.82620
H -4.03331 -0.78580 3.10308
H -4.25910 -0.31310 4.81148
C -4.01502 2.42576 -2.05832
C -2.73272 1.65687 -1.77746
C -1.53619 2.32806 -2.50242
O -0.57917 1.42213 -3.04396
C 0.12541 0.76235 -1.99294
N -2.57057 1.74247 -0.32150
H -1.59012 1.51728 -0.05920
H -2.52367 3.69331 0.18682
H -3.14617 1.03544 0.14230
H -4.77501 1.93406 -1.34769
H -4.52013 2.47988 -2.99091
H -3.84195 3.44757 -1.66549
H -2.78510 0.64056 -2.12048
H -1.11442 2.95016 -1.76223
H -1.88471 2.74726 -3.42393
H 0.58016 1.56078 -1.32559
H 0.86646 0.20368 -2.42090
H -0.49292 0.13595 -1.34391
C -1.76515 -4.91404 2.05978
C -0.91696 -3.65363 1.90867
C -0.35525 -3.58091 0.47133
O -1.33874 -3.42911 -0.53003
C -0.69720 -3.60877 -1.75496
N -1.76424 -2.48213 2.31853
H -1.23644 -1.63585 2.27450
H -2.51269 -2.37564 1.64033
H -1.81212 -2.64263 4.15150
H -2.69206 -4.85995 1.55704
H -2.02808 -5.12974 3.13459
H -1.26133 -5.79531 1.70857
H -0.06891 -3.77953 2.53476
H 0.16349 -4.50794 0.29095
H 0.48429 -2.87093 0.22135
H -1.55187 -3.49417 -2.49444
H -0.17591 -4.51886 -1.71859
H 0.12552 -2.86774 -1.89235
C 1.16005 -8.70964 2.85670
C 1.76055 -7.34824 2.68509
C 1.75617 -6.60531 4.00811
O 1.51948 -5.24558 3.81968
C 1.56905 -4.54791 5.01832
N 3.01136 -7.18891 1.99828
H 3.04062 -7.65136 1.10414
H 3.32294 -5.45827 1.82997
H 3.57670 -7.83458 2.56756
H 0.65122 -8.91703 1.94050
H 0.49382 -8.64005 3.73094
H 2.00230 -9.43808 2.94936
H 1.01630 -6.71692 2.15634
H 2.60415 -6.73592 4.72860
H 0.98197 -7.02589 4.62923
H 1.63567 -3.47123 4.79966
H 2.45649 -4.87011 5.56159
H 0.68646 -4.67514 5.66415
C 2.56337 2.39697 -4.23720
C 1.43669 2.32351 -5.32830
C 0.92086 0.91011 -5.63769
C 0.03547 0.86978 -6.90526
P -0.72477 -0.81378 -7.09034
C -0.74630 -1.45375 -8.76365
C 0.61125 -1.55278 -9.41320
C 0.52279 -1.84446 -10.92712
C 1.91637 -1.82018 -11.65532
C -2.42706 -0.71415 -6.58120
C -2.80347 -0.40857 -5.12960
C -4.26880 -0.76539 -4.80694
C -5.28634 0.22394 -5.21840
C 0.07350 -2.03894 -6.00190
C -0.71871 -3.37731 -6.00058
C 0.08498 -4.43381 -5.27097
C 1.18899 -5.00798 -6.12865
H 2.82852 3.47012 -4.18502
H 3.40539 1.83927 -4.65734
H 2.26981 2.10733 -3.21877
H 1.85870 2.73473 -6.26881
H 0.55160 2.96024 -4.95853
H 0.41253 0.48505 -4.78701
H 1.75221 0.18288 -5.65806
H 0.61858 1.05720 -7.80436
H -0.68277 1.68017 -7.05566
H -1.32002 -0.67520 -9.35718
H -1.43648 -2.28688 -8.74197
H 1.18501 -2.40682 -8.85097
H 1.15366 -0.66216 -9.21889
H -0.05669 -0.99433 -11.26883
H -0.04505 -2.72268 -11.03077
H 1.66467 -2.17537 -12.72185
H 2.66629 -2.46162 -11.25802
H 2.25318 -0.76450 -11.68816
H -2.82780 -1.72672 -6.80998
H -2.91464 -0.00034 -7.30899
H -2.51578 0.58961 -4.94062
H -2.21802 -0.97719 -4.44997
H -4.28611 -0.86185 -3.68244
H -4.45386 -1.74183 -5.20485
H -5.17828 0.45881 -6.35455
H -5.11962 1.14976 -4.66299
H -6.30613 -0.13288 -5.08136
H 0.10303 -1.60741 -4.99027
H 1.13009 -2.26176 -6.22363
H -0.87034 -3.73783 -7.03584
H -1.64436 -3.27364 -5.38998
H -0.56355 -5.25779 -4.97706
H 0.45113 -4.02491 -4.32798
H 1.76240 -5.69476 -5.57628
H 2.01289 -4.25236 -6.36833
H 0.65016 -5.46746 -7.00827
C 3.64859 -0.77855 6.65696
C 4.13546 0.17232 5.62857
C 3.45869 1.55113 5.69640
C 4.04066 2.40809 4.55866
P 3.54298 4.09793 4.06261
C 1.82229 4.04576 3.39722
C 0.79480 4.11423 4.44847
C -0.61002 4.03846 3.98952
C -1.13441 2.78242 3.39658
C 4.66063 4.74957 2.70792
C 4.71792 3.83429 1.47051
C 3.56665 4.20453 0.50887
C 3.60282 3.47356 -0.77681
C 3.73869 5.21434 5.39630
C 5.06470 5.81954 5.72106
C 6.03434 4.84442 6.53827
C 7.00075 5.72018 7.37549
H 4.21359 -1.67124 6.61868
H 2.60199 -0.98949 6.55744
H 3.80702 -0.35144 7.65824
H 3.94024 -0.23577 4.61854
H 5.20660 0.26564 5.68030
H 3.72628 2.04640 6.63363
H 2.36101 1.50882 5.65350
H 4.10252 1.88708 3.58896
H 5.09921 2.66041 4.74867
H 1.92242 3.11973 2.86129
H 1.79559 4.87962 2.67314
H 0.99165 5.08288 5.04075
H 0.90766 3.32838 5.18794
H -0.87078 4.90553 3.38661
H -1.26871 4.22959 4.85345
H -1.45953 2.14488 4.23435
H -0.40546 2.21666 2.82038
H -1.90967 3.02125 2.67210
H 5.65375 4.99558 3.07939
H 4.24225 5.74121 2.31613
H 4.82629 2.78148 1.74935
H 5.72092 4.04383 1.02460
H 3.54209 5.26836 0.37449
H 2.61391 4.06934 0.99761
H 3.22266 2.50811 -0.57184
H 4.56201 3.44656 -1.25173
H 2.99093 3.91732 -1.55564
H 3.28291 4.73410 6.23388
H 3.04508 6.07979 5.21217
H 4.97507 6.74720 6.34769
H 5.62461 6.17559 4.86863
H 6.57207 4.13884 5.91769
H 5.40057 4.30058 7.28757
H 7.46278 5.14710 8.15745
H 6.53186 6.62640 7.78804
H 7.80385 6.09139 6.74246
As 1.56494 0.25034 1.51926
F 1.75438 -1.40187 1.95597
F 1.68593 -0.21732 -0.13537
F 1.50112 1.97701 0.98419
F 1.66780 0.80242 3.19910
F 3.30252 0.52495 1.47226
F -0.16030 0.12733 1.55317
C -4.86153 -2.38286 -1.05332
C -4.96832 -1.10233 -0.34261
O -6.22583 -0.58409 -0.33988
O -4.09167 -0.52079 0.31130
H -5.42322 -2.23275 -1.96058
H -5.37214 -3.14614 -0.37456
H -3.81195 -2.68455 -1.18207
C -0.50524 -0.59679 4.98313
C -1.49174 -1.48509 5.73907
O -1.87992 -2.59596 5.12332
O -1.80601 -1.26677 6.88661
H -0.96591 -0.24043 4.00511
H 0.21532 -1.32567 4.80169
H -0.15232 0.20628 5.58378
C -3.33191 6.70278 -0.40927
C -3.39954 5.37216 0.19488
O -4.30191 4.94348 0.89023
O -2.30709 4.63687 -0.08697
H -4.21406 7.00543 -0.99968
H -2.36469 6.93928 -0.88586
H -3.37386 7.44310 0.37184
C 3.86562 -2.65582 0.20622
C 3.22766 -3.95942 0.47756
O 2.38524 -4.45521 -0.20578
O 3.65939 -4.53910 1.60784
H 3.33613 -1.97212 -0.49512
H 4.82470 -2.81017 -0.45007
H 4.21569 -2.17802 1.16746
```

Summary:
orbital gap = 8.81 eV
total charge = +1



# C56H132F6N9O26S2

A cluster of 13 separate species, C56H132F6N9O26S2 in total in a non-equilibrium geometry (ωB97M-V with the def2-TZVPD basis set, the OMol25 dataset).

The geometry in XYZ format:
```
231
Properties=species:S:1:pos:R:3
C 27.57351 21.08925 14.59302
O 26.21461 21.37718 14.77907
C 25.53108 20.76428 15.82918
C 24.06305 21.14078 15.70334
N 23.63565 21.04182 14.20228
H 22.72671 21.59979 14.16706
H 24.41478 21.44989 13.64983
C 23.26354 19.66880 13.75156
C 23.12810 19.64560 12.21810
O 24.45669 19.92604 11.70273
C 24.50049 19.99841 10.25154
H 27.66146 20.03874 14.40872
H 28.25655 21.40744 15.33788
H 27.91376 21.64783 13.72951
H 25.90375 21.06236 16.80447
H 25.55175 19.65688 15.62169
H 23.91856 22.18061 16.00640
H 23.45246 20.46300 16.26718
H 22.26841 19.33122 14.13113
H 23.95155 18.96258 14.17378
H 22.40791 20.34645 11.89264
H 22.76645 18.60978 11.90692
H 25.56426 20.18282 10.01897
H 23.91122 20.84358 9.87874
H 24.14616 19.14143 9.73017
C 11.46635 17.77400 22.21531
O 12.81496 17.56336 21.95064
C 13.70293 18.29317 22.79695
C 15.08270 17.79399 22.56171
N 15.44368 18.17667 21.18633
H 14.49622 17.29390 19.98635
H 15.45928 19.19544 21.16206
C 16.85351 17.86551 20.76215
C 17.90805 18.85090 21.20964
O 17.70493 20.18020 20.82833
C 18.53760 21.19622 21.28527
H 10.92146 17.22637 21.42472
H 11.16697 18.83525 22.26322
H 11.18347 17.34127 23.18872
H 13.40245 18.21494 23.84449
H 13.67008 19.38850 22.56290
H 15.07811 16.70029 22.56106
H 15.68978 18.21014 23.33383
H 16.91208 17.58806 19.70993
H 17.19185 16.95749 21.26832
H 18.90604 18.48743 20.90321
H 17.89841 18.86916 22.31020
H 18.52505 21.38148 22.40561
H 18.17141 22.13375 20.77933
H 19.55958 21.11944 20.98488
C 23.38231 11.70135 10.86312
O 22.02669 12.12447 11.06283
C 21.38026 11.49536 12.11701
C 19.98281 12.18776 12.23793
N 19.20466 11.64133 11.01993
H 19.84587 11.88171 10.25500
H 19.10230 10.59798 11.12841
C 17.93807 12.37632 10.68259
C 18.19360 13.86811 10.57846
O 19.37580 13.97902 9.80880
C 19.53810 15.06876 8.95308
H 23.94826 12.43814 10.30554
H 23.38959 10.73519 10.30964
H 23.85214 11.69512 11.84072
H 21.99924 11.67497 12.97988
H 21.28336 10.38856 12.01353
H 20.01593 13.25371 12.07576
H 19.46140 11.90655 13.14386
H 17.25900 12.24879 11.46432
H 17.56142 11.88609 9.81281
H 18.31257 14.36321 11.54581
H 17.30143 14.32033 10.08199
H 20.57379 14.96369 8.47829
H 19.51080 16.00232 9.45916
H 18.83374 15.07936 8.10443
C 10.12229 16.56167 13.88315
O 11.42168 16.08355 14.22412
C 11.59050 14.76978 13.72481
C 12.63314 14.70154 12.57858
N 13.95104 15.13187 13.15140
H 13.70300 15.88662 13.81275
H 14.60848 13.83634 14.13860
C 15.07381 15.60378 12.25104
C 14.79159 16.95881 11.65334
O 14.77052 17.91375 12.72555
C 14.63656 19.28019 12.17261
H 10.12026 17.66644 14.03907
H 9.39462 16.08687 14.55891
H 9.93712 16.39704 12.80720
H 10.64268 14.31801 13.41205
H 12.03138 14.13749 14.52305
H 12.36700 15.41788 11.87708
H 12.83873 13.71994 12.21046
H 15.23898 14.83912 11.44787
H 15.95566 15.59988 12.88825
H 13.77666 16.90884 11.22302
H 15.49947 17.29210 10.89402
H 13.60769 19.32117 11.75806
H 15.44676 19.60709 11.50390
H 14.68547 19.96746 13.00324
C 16.63008 15.27762 16.75175
O 17.71391 16.20925 17.14123
C 18.82257 15.52800 17.54998
C 19.67790 14.85795 16.52907
N 19.80740 15.85172 15.44084
H 18.89999 16.30543 15.22320
H 20.41705 16.62753 15.80975
C 20.30797 15.20081 14.20711
C 20.05863 16.15199 13.12923
O 18.61495 16.22076 13.00534
C 18.16168 17.40312 12.30710
H 16.82658 14.76338 15.79124
H 15.71726 15.83742 16.62076
H 16.48021 14.56556 17.56321
H 18.65963 14.74261 18.30741
H 19.46370 16.21398 18.08696
H 19.27453 13.92129 16.10437
H 20.65102 14.56074 16.91537
H 19.64984 14.33772 14.17606
H 21.35187 14.86426 14.28098
H 20.45518 15.77460 12.18229
H 20.54087 17.11199 13.41566
H 18.23705 17.33264 11.18355
H 18.67875 18.37282 12.66410
H 17.07749 17.47775 12.50614
C 18.83839 9.16161 23.15838
O 18.62779 9.32958 21.78374
C 19.62727 10.17071 21.23662
C 19.26801 10.34802 19.73861
N 17.79088 10.48538 19.64555
H 17.42005 10.13206 18.76513
H 17.33496 9.98075 20.41971
C 17.39217 11.95002 19.82516
C 15.86729 12.01290 20.07659
O 15.65411 11.13787 21.13878
C 14.40203 11.13628 21.78121
H 17.93994 8.78262 23.62301
H 18.97194 10.17032 23.61114
H 19.70416 8.45867 23.26975
H 20.62710 9.79490 21.26590
H 19.71570 11.13890 21.73022
H 19.53514 9.47676 19.18505
H 19.77456 11.21820 19.30577
H 17.61666 12.42847 18.89337
H 18.06078 12.28981 20.62208
H 15.32197 11.65128 19.15894
H 15.63362 13.09755 20.27894
H 14.47566 11.74701 22.70702
H 14.23028 10.06299 22.06638
H 13.63856 11.50073 21.13676
C 23.59752 15.70257 13.48933
O 23.63556 15.12291 14.78463
C 24.27512 13.89102 14.92069
C 24.62817 13.62702 16.37036
N 23.47673 13.53744 17.30969
H 23.21676 14.45328 17.57659
H 22.60447 13.13601 16.75149
C 23.66411 12.65511 18.46995
C 22.41641 12.42421 19.21820
O 21.75829 13.59141 19.66406
C 22.29001 14.39117 20.63556
H 24.56693 16.10688 13.15754
H 22.92077 16.51758 13.68572
H 23.25661 14.94683 12.75562
H 25.24708 13.93802 14.39401
H 23.55231 13.11798 14.58473
H 25.31155 14.39290 16.74250
H 25.06880 12.63903 16.46437
H 24.52230 13.03736 19.04711
H 24.09836 11.71977 18.06696
H 22.55282 11.66919 20.03783
H 21.74879 11.89581 18.50334
H 22.38211 13.86069 21.65062
H 21.52871 15.16062 20.71302
H 23.22607 14.93639 20.39779
C 12.97683 20.56935 16.59679
C 13.77290 19.50066 17.37823
N 15.21369 19.41787 17.09311
C 15.71034 19.19355 15.79631
C 17.02272 19.18617 15.94371
N 17.27639 19.29051 17.26775
C 16.17530 19.55057 17.95272
C 18.60415 19.53035 17.84367
H 12.85186 20.27793 15.54936
H 13.45696 21.56643 16.75089
H 11.98932 20.54509 17.05935
H 13.45991 18.47002 17.26976
H 13.71963 19.74599 18.45928
H 15.03889 19.06533 14.99567
H 17.87455 19.19038 15.30551
H 16.02609 19.65642 19.00626
H 19.12553 20.24842 17.25735
H 19.10981 18.60460 17.89653
H 18.49880 19.96194 18.86348
C 19.94318 10.35184 15.51783
C 20.44452 11.67688 16.18130
O 19.78518 12.11288 17.15101
O 21.49878 12.19938 15.67691
H 20.66000 9.58102 15.66190
H 19.92274 10.52155 14.46469
H 18.96294 10.08674 15.79196
C 12.81743 14.66889 19.02176
C 13.86834 15.39023 19.81106
O 14.09856 16.62449 19.33150
O 14.51462 14.89711 20.66837
H 12.64307 15.21583 18.09128
H 11.95294 14.54230 19.71436
H 13.17115 13.64324 18.74356
C 16.35404 11.39981 15.35699
C 15.98358 12.52601 14.51067
O 16.76223 13.07694 13.78271
O 14.79903 13.09234 14.74806
H 15.52794 10.98001 15.94309
H 17.12422 11.79980 16.05739
H 16.70881 10.60222 14.68157
C 18.86440 21.92401 12.98782
F 18.92071 23.26313 13.21784
F 17.61447 21.57378 13.07338
F 19.29801 21.67761 11.77149
S 19.81978 21.08271 14.33680
O 19.77790 19.65155 13.94473
O 21.12425 21.78231 14.05590
O 19.04650 21.40324 15.53248
C 22.16705 18.36443 18.60971
F 23.24471 18.37815 19.47458
F 21.05420 17.90872 19.18344
F 21.97285 19.64169 18.18713
S 22.62503 17.31410 17.20145
O 23.86518 17.83144 16.73804
O 22.58560 16.02971 17.88894
O 21.56830 17.59412 16.19277
```

Summary:
orbital gap = 9.13 eV
total charge = +3



> Which of these has the lowest total charge?

C56H132AsF6N4O12P2



> Which of these has the highest orbital gap?

C56H132F6N9O26S2